*P*
The following is a quantum chemistry calculation of a gas-phase ion, C4H8N3 (charge +1), from OMol25.

Each atom is followed by the atoms it is bonded to, with distances in Å.
Cartesian coordinates (Å):
1 C -2.26444 0.56571 0.40227  C2 1.366, N5 1.338, H8 1.120
2 C -1.00688 0.97900 0.06629  C1 1.366, N7 1.331, H9 1.095
3 C 1.86016 -0.23541 0.61531  C4 1.541, H10 1.156, H11 1.138, H12 1.061
4 C 1.11439 -0.03390 -0.71815  C3 1.541, N7 1.449, H13 1.197, H14 1.172
5 N -2.31951 -0.73507 0.09517  C1 1.338, N6 1.320
6 N -1.11060 -1.10959 -0.28121  N5 1.320, N7 1.342, H15 1.019
7 N -0.29960 -0.04725 -0.39964  C2 1.331, C4 1.449, N6 1.342
8 H -3.13440 1.26116 0.52053  C1 1.120
9 H -0.61482 1.98487 0.25077  C2 1.095
10 H 1.51880 0.57570 1.36477  C3 1.156
11 H 2.95245 -0.06881 0.34422  C3 1.138
12 H 1.81127 -1.20628 1.04131  C3 1.061
13 H 1.16515 -0.82798 -1.61174  C4 1.197
14 H 1.42510 0.99923 -1.17560  C4 1.172
15 H -1.09706 -2.10139 -0.51430  N6 1.019

Computed properties:
- total charge = +1
- multiplicity = 1
- gap between HOMO and LUMO (Eh) = 0.4228
- E_LUMO (eV) = -4.4
- HOMO level (eV) = -16.0

These are the natural (NBO) partial charges, in e, on atoms 1 to 2: number 1, C, carries -0.0736; number 2, C, carries 0.0197

*Q*
The following is a quantum chemistry calculation of a gas-phase ion, C4H8N3 (charge +1), from OMol25.

Each atom is followed by the atoms it is bonded to, with distances in Å.
Cartesian coordinates (Å):
1 C 1.51281 0.89123 -0.21369  N5 1.202, N6 1.283
2 C -0.75903 1.38006 0.21561  C3 1.582, N5 1.402, H8 1.076, H9 1.192
3 C -1.19775 -0.02387 -0.36592  C2 1.582, N7 1.536, H10 1.106, H11 1.090
4 C 1.00956 -1.17830 -0.11473  N6 1.413, N7 1.400, H12 1.120
5 N 0.57742 1.64053 -0.11909  C1 1.202, C2 1.402
6 N 2.03444 -0.23307 0.11686  C1 1.283, C4 1.413, H13 1.067
7 N -0.28966 -1.01327 0.37940  C3 1.536, C4 1.400, H14 0.977, H15 0.994
8 H -1.36666 2.21711 -0.08043  C2 1.076
9 H -0.82153 1.39671 1.40545  C2 1.192
10 H -2.21104 -0.31656 -0.03364  C3 1.106
11 H -1.19257 -0.16400 -1.44671  C3 1.090
12 H 0.94557 -1.35770 -1.21808  C4 1.120
13 H 2.98811 -0.60978 -0.17660  N6 1.067
14 H -0.35504 -0.81511 1.33365  N7 0.977
15 H -0.87464 -1.81396 0.31790  N7 0.994

Computed properties:
- total charge = +1
- multiplicity = 1
- gap between HOMO and LUMO (alpha / beta) (Eh) = 0.2602 / 0.2988
- E_LUMO (alpha / beta) (eV) = -5.0 / -4.5
- HOMO level (alpha / beta) (eV) = -12.1 / -12.7

These are the natural (NBO) partial charges, in e, on atoms 1 to 2: number 1, C, carries 0.6371; number 2, C, carries -0.2516

*R*
The following is a quantum chemistry calculation of a gas-phase ion, C4H8N3 (charge +1), from OMol25.

Each atom is followed by the atoms it is bonded to, with distances in Å.
Cartesian coordinates (Å):
1 C -1.34074 0.23553 -0.48469  C2 1.470, N5 1.255, N6 1.371
2 C -1.76881 1.64149 -0.48193  C1 1.470, N6 1.455, H8 1.097, H9 1.032
3 C 0.78348 0.74723 0.06167  N6 1.540, N7 1.553, H10 1.095, H11 1.203
4 C 0.85712 -1.76913 0.82368  N7 1.579, H12 1.131, H13 1.117, H14 1.021
5 N -0.79855 -0.82227 -0.88688  C1 1.255, N7 1.428
6 N -0.68613 1.11658 0.33690  C1 1.371, C2 1.455, C3 1.540
7 N 0.50713 -0.73315 -0.31568  C3 1.553, C4 1.579, N5 1.428, H15 1.050
8 H -1.57232 2.13192 -1.44334  C2 1.097
9 H -2.61714 1.93609 0.02581  C2 1.032
10 H 1.12524 1.29068 -0.82514  C3 1.095
11 H 1.43128 1.02316 1.03763  C3 1.203
12 H 0.35889 -1.42178 1.77746  C4 1.131
13 H 0.73552 -2.80248 0.41673  C4 1.117
14 H 1.83684 -1.64379 1.08090  C4 1.021
15 H 1.14819 -0.93007 -1.12311  N7 1.050

Computed properties:
- total charge = +1
- multiplicity = 1
- gap between HOMO and LUMO (Eh) = 0.4109
- E_LUMO (eV) = -3.6
- HOMO level (eV) = -14.8

These are the natural (NBO) partial charges, in e, on atoms 1 to 2: number 1, C, carries 0.4135; number 2, C, carries -0.1578

Bottom line: *P*, by a margin of 250.9 kJ/mol.